Here is a molecular structure, C40H30CuIN4O2PS in a non-equilibrium geometry from OMol25. Energies are from ωB97M-V/def2-TZVPD.

Highest occupied orbital energy (spin up / spin down) in eV: -6.9 / -6.8
ΔE to the lowest compared entry with this formula, charge and spin in kcal/mol: 121.6
<S²>: 0.77
2S+1: 2
Net charge: 0
Orbital gap (spin up / spin down) in eV: 6.167 / 4.307

Positions of all 80 atoms, in Å:
Cu  -0.7285  0.6401  -1.2039
N  -0.2974  -6.9571  -1.7775
C  -0.6113  -5.6759  -2.2064
C  0.3220  -4.6391  -2.0850
C  -0.0186  -3.3526  -2.4552
C  -1.2938  -3.0847  -2.9444
C  -2.2236  -4.1082  -3.0886
C  -1.8804  -5.3957  -2.7266
S  -1.7372  -1.4264  -3.2859
O  -0.5676  -0.7237  -3.7296
O  -2.9476  -1.4261  -4.0478
N  -2.0327  -0.7720  -1.7639
C  -2.6692  -1.4637  -0.8604
N  -3.3462  -2.5538  -0.8589
C  -3.3804  -3.5647  0.0276
C  -2.3916  -3.9206  0.9018
C  -1.1921  -3.1667  1.1377
N  -0.9625  -1.9122  1.2847
H  0.6782  -7.1764  -1.6791
H  -0.8532  -7.7104  -2.1438
H  1.3159  -4.8474  -1.7018
H  0.7022  -2.5488  -2.3804
H  -3.2050  -3.8829  -3.4881
H  -2.6002  -6.2021  -2.8372
H  -4.2374  -4.2246  -0.0678
H  -2.4284  -4.9218  1.3161
H  -0.2736  -3.7533  1.2472
I  -2.4726  -0.4592  1.2402
C  -1.6039  -0.0622  3.1786
C  -2.5464  -0.0986  4.1611
C  -2.1958  0.1048  5.5114
C  -0.8964  0.3355  5.8194
C  0.1065  0.4109  4.8165
C  1.4293  0.7015  5.2220
C  2.4207  0.8318  4.3050
C  2.1222  0.6810  2.9393
C  0.8664  0.3813  2.4726
P  0.8053  0.2584  0.5970
C  2.0709  -0.9894  0.1580
C  2.4737  -1.0315  -1.1794
C  3.3936  -1.9753  -1.6155
C  3.9079  -2.9072  -0.7215
C  3.4924  -2.8925  0.6033
C  2.5795  -1.9381  1.0412
C  1.7129  1.8641  0.2648
C  0.9789  3.0191  0.5576
C  1.5136  4.2810  0.3586
C  2.7981  4.4137  -0.1544
C  3.5399  3.2805  -0.4491
C  3.0031  2.0125  -0.2363
C  -0.2130  0.2235  3.4325
H  -3.5814  -0.3049  3.9021
H  -2.9555  0.0662  6.2825
H  -0.5953  0.4783  6.8511
H  1.6308  0.8291  6.2809
H  3.4344  1.0617  4.6096
H  2.9286  0.8186  2.2311
H  2.0673  -0.3116  -1.8851
H  3.7024  -1.9883  -2.6552
H  4.6309  -3.6421  -1.0571
H  3.8819  -3.6240  1.3022
H  2.2650  -1.9310  2.0777
H  -0.0346  2.9257  0.9313
H  0.9195  5.1617  0.5766
H  3.2154  5.3988  -0.3286
H  4.5431  3.3761  -0.8468
H  3.6072  1.1433  -0.4615
C  -1.1162  2.3802  -1.8581
C  -1.2571  3.5859  -1.9959
C  -1.4295  5.0091  -2.1349
C  -2.3787  5.6887  -1.3587
C  -2.5334  7.0636  -1.4701
C  -1.7437  7.7883  -2.3556
C  -0.7946  7.1265  -3.1237
C  -0.6362  5.7513  -3.0154
H  -2.9903  5.1194  -0.6704
H  -3.2727  7.5734  -0.8620
H  -1.8702  8.8603  -2.4487
H  -0.1705  7.6854  -3.8120
H  0.1067  5.2356  -3.6106

=====

Here is a molecular structure, C40H31AlN6O5Se2 from OMol25. Energies are from ωB97M-V/def2-TZVPD.

Highest occupied orbital energy in eV: -7.9
Net charge: 0
Orbital gap in eV: 7.751

Positions of all 85 atoms, in Å:
Al  -0.6156  0.3209  -0.2209
C  -2.2322  3.8147  -1.8135
O  -3.3944  3.8716  -0.9855
C  -3.9536  2.7250  -0.5110
C  -5.3089  2.7920  -0.2358
C  -6.0094  1.7054  0.2775
C  -5.3494  0.5104  0.4617
C  -3.9824  0.4079  0.1790
C  -3.3590  -0.9008  0.2220
N  -2.1056  -1.0637  0.0525
N  -1.5996  -2.3488  -0.0421
C  -0.4233  -2.2687  -0.6004
O  0.0922  -1.1277  -0.9933
C  0.3487  -3.5067  -0.8373
C  -0.1183  -4.7372  -0.3800
C  0.6165  -5.8866  -0.6197
C  1.8195  -5.8157  -1.3124
C  2.2916  -4.5889  -1.7582
C  1.5581  -3.4359  -1.5204
C  -3.2435  1.5368  -0.2470
O  -1.9310  1.4931  -0.3955
H  -2.2747  4.7055  -2.4384
H  -2.2186  2.9286  -2.4456
H  -1.3234  3.8343  -1.2163
H  -5.8121  3.7287  -0.4441
H  -7.0643  1.7934  0.5004
H  -5.8721  -0.3653  0.8314
H  -3.9965  -1.7790  0.3164
H  -1.0529  -4.7734  0.1638
H  0.2518  -6.8445  -0.2695
H  2.3905  -6.7167  -1.5017
H  3.2306  -4.5298  -2.2943
H  1.9144  -2.4705  -1.8533
Se  3.5238  -0.3485  2.3761
Se  1.7005  -1.7011  1.9288
C  0.2475  -0.7389  2.7766
C  0.1214  -0.8738  4.1528
C  -0.9012  -0.2086  4.8056
C  -1.7610  0.5797  4.0622
C  -1.5893  0.6308  2.6928
N  -0.6232  -0.0313  2.0479
C  4.0784  0.1049  0.5756
C  5.4389  0.1126  0.2789
C  5.8142  0.3871  -1.0244
C  4.8370  0.6485  -1.9738
C  3.5110  0.6308  -1.5711
N  3.1414  0.3651  -0.3175
H  0.8335  -1.4790  4.6927
H  -1.0173  -0.2983  5.8780
H  -2.5570  1.1444  4.5267
H  -2.2589  1.2151  2.0752
H  6.1642  -0.1206  1.0473
H  6.8619  0.3830  -1.2995
H  5.0940  0.8517  -3.0050
H  2.6965  0.8310  -2.2608
O  0.3596  1.5902  -1.7511
C  0.8554  2.1561  -0.7626
N  1.4938  3.3424  -0.6812
C  1.7755  3.6657  0.7130
C  1.2821  2.3506  1.4128
O  1.3631  2.1357  2.5975
N  0.7464  1.5508  0.4449
C  0.8755  4.8263  1.1590
C  1.3809  6.0937  1.4240
C  0.5267  7.1288  1.7881
C  -0.8386  6.9074  1.8788
C  -1.3503  5.6439  1.6133
C  -0.4984  4.6104  1.2612
C  3.2531  3.8751  1.0043
C  3.6686  4.0363  2.3268
C  5.0001  4.2895  2.6148
C  5.9313  4.3937  1.5877
C  5.5271  4.2129  0.2757
C  4.1936  3.9446  -0.0153
H  1.5527  4.0080  -1.4314
H  2.4442  6.2791  1.3464
H  0.9356  8.1087  2.0018
H  -1.5040  7.7177  2.1509
H  -2.4156  5.4621  1.6811
H  -0.9096  3.6258  1.0571
H  2.9380  3.9570  3.1206
H  5.3078  4.4183  3.6450
H  6.9666  4.6190  1.8131
H  6.2456  4.2903  -0.5315
H  3.8898  3.7890  -1.0427

=====

Here is a molecular structure, C40H31Br2Cl4N2O4PdTe in a non-equilibrium geometry from OMol25. Energies are from ωB97M-V/def2-TZVPD.

Highest occupied orbital energy (spin up / spin down) in eV: -1.8 / -1.8
ΔE to the lowest compared entry with this formula, charge and spin in kcal/mol: 0.0
<S²>: 3.76
2S+1: 4
Net charge: -2
Orbital gap (spin up / spin down) in eV: 5.577 / 5.322

Positions of all 85 atoms, in Å:
Pd  -5.9902  16.4306  17.9756
Br  -3.7853  11.2504  18.9129
C  -3.8106  12.8828  19.9073
C  -2.9108  13.0299  20.9660
C  -2.9234  14.1521  21.7636
Br  -1.6882  14.3187  23.1821
C  -3.8239  15.2261  21.5003
C  -3.8579  16.4566  22.2210
C  -4.7698  17.4080  21.8918
C  -5.6710  17.1189  20.8425
N  -5.6095  16.0394  20.1357
C  -4.7230  15.0672  20.4392
C  -4.8152  13.8175  19.5773
O  -5.6956  13.7122  18.6953
H  -2.2149  12.2283  21.1703
H  -3.1204  16.6538  22.9980
H  -4.8342  18.3636  22.4182
H  -6.4321  17.7989  20.5149
Cl  -9.5253  20.8381  14.1430
C  -9.0670  19.7403  15.4140
C  -9.8278  19.6411  16.5563
Cl  -11.2436  20.6172  16.7624
C  -9.4391  18.7352  17.5786
Cl  -10.3728  18.5665  19.0545
C  -8.3102  17.9349  17.4721
O  -7.9397  17.1514  18.4456
C  -7.5254  18.0211  16.2323
O  -6.4781  17.2665  16.0660
C  -7.9343  18.9167  15.2507
Cl  -6.9575  19.0004  13.8113
C  -0.3576  8.4666  14.3082
C  -1.0334  9.7148  14.8379
C  -2.3668  9.9968  14.6083
C  -2.9930  11.1475  15.0949
C  -4.4564  11.3131  14.7960
C  -2.2403  12.0673  15.8516
Te  -3.3744  13.8019  16.7644
N  -3.8256  15.7897  17.4197
C  -3.4801  17.0430  17.4178
O  -4.3027  17.9092  17.8736
C  -2.2278  17.4648  16.8178
C  -2.2450  18.3963  15.7873
C  -1.0638  18.6576  15.1178
C  0.1243  18.0452  15.5140
C  0.1244  17.1335  16.5658
C  -1.0640  16.8344  17.1899
C  -3.7378  14.4711  14.7976
C  -5.0704  14.6912  14.4221
C  -6.2996  14.3831  15.2655
C  -5.2967  15.1502  13.1183
C  -4.2612  15.3359  12.2193
C  -4.5512  15.7754  10.8106
C  -2.9532  15.1361  12.6417
C  -2.6644  14.7187  13.9230
C  -1.1974  14.5826  14.2852
C  -0.9068  11.7639  16.1397
C  -0.0208  12.6494  17.0005
C  -0.3272  10.6027  15.6392
H  -1.0041  7.9038  13.6476
H  -0.0500  7.7820  15.1084
H  0.5600  8.7240  13.7664
H  -2.9747  9.3029  14.0274
H  -4.8942  10.4017  14.3735
H  -4.6481  12.1320  14.1120
H  -5.0159  11.5791  15.6933
H  -3.1812  18.8511  15.5030
H  -1.0508  19.3584  14.2956
H  1.0628  18.2349  15.0024
H  1.0339  16.6163  16.8685
H  -1.1120  16.1001  17.9880
H  -6.1061  14.2007  16.3094
H  -6.7893  13.4854  14.8573
H  -7.0011  15.2129  15.2260
H  -6.3048  15.3509  12.8018
H  -5.6075  15.9510  10.6399
H  -4.2510  15.0065  10.0870
H  -4.0448  16.7108  10.5568
H  -2.1360  15.3024  11.9401
H  -0.6232  15.3759  13.8167
H  -0.8062  13.6007  13.9970
H  -1.0262  14.6949  15.3538
H  -0.5808  13.4563  17.4627
H  0.7745  13.0937  16.4026
H  0.4259  12.0663  17.8178
H  0.7165  10.3592  15.8799

=====

Here is a molecular structure, C40H31CdF9IN2O7PS from OMol25. Energies are from ωB97M-V/def2-TZVPD.

Highest occupied orbital energy in eV: -3.0
Net charge: -2
Orbital gap in eV: 7.098

Positions of all 93 atoms, in Å:
Cd  0.8496  1.1255  -0.7378
I  2.5014  0.0513  1.7618
C  1.4701  1.5548  2.8291
C  1.8998  1.7214  4.1183
C  1.2693  2.6479  4.9679
C  0.2146  3.3755  4.5044
C  -0.2377  3.2270  3.1719
C  -1.3375  3.9996  2.7285
C  -1.7952  3.8714  1.4527
C  -1.1620  2.9757  0.5667
C  -0.0844  2.1914  0.9225
C  0.3893  2.3058  2.2708
H  2.7229  1.1266  4.4904
H  1.6265  2.7705  5.9848
H  -0.3046  4.0751  5.1515
H  -1.7997  4.6925  3.4249
H  -2.6385  4.4633  1.1102
H  -1.5425  2.9131  -0.4469
O  -1.2669  -0.8929  -2.4529
S  -1.8001  0.4419  -2.6699
O  -2.2743  0.6837  -4.0175
O  -0.9269  1.5228  -2.1826
C  -3.3125  0.4384  -1.6615
C  -4.4437  1.0076  -2.2353
C  -5.6903  0.8104  -1.6674
C  -5.8072  0.0164  -0.5349
C  -4.6768  -0.5186  0.0579
C  -3.4032  -0.2941  -0.4677
P  -1.8881  -0.9319  0.4053
C  -2.2646  -0.4506  2.1537
C  -3.1247  0.5708  2.5467
C  -3.2227  0.9389  3.8830
C  -2.4602  0.3027  4.8492
C  -1.5643  -0.6869  4.4667
C  -1.4593  -1.0444  3.1327
C  -2.4005  -2.7181  0.3954
C  -2.1345  -3.3955  -0.8003
C  -2.3917  -4.7502  -0.9251
C  -2.9233  -5.4636  0.1423
C  -3.2127  -4.7998  1.3243
C  -2.9597  -3.4377  1.4495
H  -4.3235  1.5661  -3.1543
H  -6.5726  1.2430  -2.1243
H  -6.7854  -0.1896  -0.1141
H  -4.7780  -1.1196  0.9541
H  -3.7226  1.0878  1.8092
H  -3.8936  1.7418  4.1655
H  -2.5464  0.5871  5.8913
H  -0.9364  -1.1721  5.2050
H  -0.7361  -1.7949  2.8295
H  -1.7042  -2.8306  -1.6213
H  -2.1673  -5.2619  -1.8541
H  -3.1051  -6.5282  0.0548
H  -3.6368  -5.3431  2.1616
H  -3.2003  -2.9449  2.3809
C  0.8919  -2.7053  -4.3744
C  1.4990  -3.6144  -3.3070
C  2.5427  -2.9601  -2.3648
C  3.1910  -4.0707  -1.5284
C  4.2394  -3.5560  -0.5435
C  3.5889  -2.3227  -3.2577
O  4.4480  -2.9673  -3.8396
N  3.4518  -0.9842  -3.4372
C  2.5830  -0.1321  -2.7135
O  2.5203  1.0320  -3.0628
N  1.9082  -0.6357  -1.6595
C  1.8393  -1.9700  -1.4147
O  1.2605  -2.4277  -0.4432
H  0.1538  -3.2635  -4.9541
H  1.6515  -2.3332  -5.0643
H  0.3754  -1.8598  -3.9235
H  1.9998  -4.4561  -3.7933
H  0.7052  -4.0135  -2.6704
H  3.6580  -4.7725  -2.2211
H  2.3967  -4.5824  -0.9851
H  5.0457  -3.0418  -1.0715
H  4.6764  -4.3889  0.0115
H  3.7934  -2.8651  0.1733
H  4.0703  -0.5215  -4.0844
F  5.2444  2.4928  -1.3472
C  4.8657  3.5835  -0.6726
F  5.4165  3.4970  0.5564
F  5.4531  4.6458  -1.2823
C  3.3012  3.6693  -0.5735
O  2.7956  2.5104  -0.2203
C  2.9626  4.7647  0.5237
F  3.7932  5.8425  0.5296
F  3.0307  4.2275  1.7463
F  1.7111  5.2388  0.3808
C  2.7766  4.2247  -1.9597
F  2.8100  5.5874  -2.0429
F  3.5114  3.7887  -2.9950
F  1.5130  3.8609  -2.1614

=====

Here is a molecular structure, C40H32AsF2GaN2OS from OMol25. Energies are from ωB97M-V/def2-TZVPD.

Highest occupied orbital energy in eV: -7.6
ΔE to the lowest compared entry with this formula, charge and spin in kcal/mol: 0.0
Net charge: 0
Orbital gap in eV: 7.982

Positions of all 80 atoms, in Å:
Ga  -0.3495  -0.7713  -0.1062
S  1.4747  -1.3835  -1.3840
C  2.7145  -0.1699  -1.0123
C  4.0277  -0.5897  -0.7950
C  5.0376  0.3356  -0.5838
C  4.7549  1.6965  -0.5789
C  3.4522  2.1241  -0.7894
C  2.4360  1.2011  -1.0103
As  0.5781  1.6705  -1.2525
C  0.5808  3.5481  -0.7792
C  0.7055  3.8579  0.5754
C  0.6681  5.1801  0.9932
C  0.4896  6.1983  0.0637
C  0.3543  5.8916  -1.2818
C  0.3996  4.5673  -1.7057
C  0.3991  1.7082  -3.1816
C  1.4711  1.5207  -4.0444
C  1.2625  1.5079  -5.4183
C  -0.0143  1.6836  -5.9330
C  -1.0893  1.8659  -5.0722
C  -0.8843  1.8693  -3.6992
H  4.2476  -1.6502  -0.7909
H  6.0503  -0.0105  -0.4168
H  5.5436  2.4189  -0.4112
H  3.2251  3.1831  -0.7838
H  0.8328  3.0667  1.3072
H  0.7697  5.4152  2.0452
H  0.4533  7.2299  0.3903
H  0.2147  6.6828  -2.0080
H  0.3026  4.3370  -2.7592
H  2.4685  1.3804  -3.6464
H  2.1016  1.3585  -6.0862
H  -0.1730  1.6735  -7.0040
H  -2.0889  1.9953  -5.4676
H  -1.7307  1.9907  -3.0313
F  -4.1102  2.7118  1.1040
C  -3.8111  1.5699  0.4548
C  -2.5317  1.0638  0.5350
C  -2.2240  -0.1167  -0.1283
C  -3.2151  -0.7809  -0.8605
C  -4.4832  -0.2136  -0.9125
F  -5.4598  -0.8048  -1.6419
C  -4.8145  0.9590  -0.2704
C  -2.8654  -2.0379  -1.5786
C  -3.7680  -3.0656  -1.8597
C  -3.3040  -4.2085  -2.4787
C  -1.9602  -4.3111  -2.8120
C  -1.1343  -3.2528  -2.4892
N  -1.5737  -2.1479  -1.8858
H  -1.7881  1.5907  1.1220
H  -5.8071  1.3797  -0.3369
H  -4.8066  -2.9635  -1.5878
H  -3.9870  -5.0190  -2.7003
H  -1.5612  -5.1839  -3.3103
H  -0.0761  -3.2745  -2.7267
C  1.1219  -5.6391  1.6866
N  0.0926  -4.6185  1.6509
C  -1.0823  -4.7873  2.4884
C  0.2146  -3.5633  0.8472
O  -0.6403  -2.6813  0.7446
H  0.7489  -6.5860  1.2920
H  1.4563  -5.7933  2.7132
H  1.9715  -5.3179  1.0874
H  -1.6584  -5.6565  2.1646
H  -1.6979  -3.8966  2.4132
H  -0.7712  -4.9295  3.5242
H  1.1511  -3.5071  0.2813
C  0.3808  -0.1689  1.6576
C  0.5120  -0.0304  2.8559
C  0.7262  0.1009  4.2751
C  -0.2836  -0.2153  5.1875
C  -0.0624  -0.0945  6.5509
C  1.1670  0.3457  7.0259
C  2.1747  0.6648  6.1258
C  1.9573  0.5437  4.7616
H  -1.2414  -0.5490  4.8093
H  -0.8546  -0.3401  7.2470
H  1.3376  0.4424  8.0905
H  3.1352  1.0105  6.4865
H  2.7395  0.7890  4.0547